[1]
Density functional theory data (wB97M-V/def2-TZVPD) for a molecular structure, C36H38BN6O3P2PbS.

Results
Total charge: +1
Multiplicity: 1
E_HOMO: -11.213 eV
HOMO-LUMO gap: 9.5092 eV
Energy above the lowest of the compared OMol25 structures with the same formula, charge and spin: 0.0 kJ/mol

Each line ends with the Löwdin charge.
Cartesian coordinates (Å):
1 Pb 0.237 -1.686 1.019  1.508
2 C 3.830 -1.642 3.948  -0.043
3 C 2.973 -1.031 3.034  -0.140
4 N 2.121 -1.923 2.534  -0.082
5 N 2.408 -3.114 3.105  -0.029
6 C 3.433 -2.965 3.957  -0.061
7 B 1.655 -4.416 2.732  -0.510
8 N 0.173 -4.304 3.163  -0.035
9 C -0.509 -5.077 4.021  -0.063
10 C -1.797 -4.590 4.127  -0.047
11 C -1.815 -3.486 3.275  -0.144
12 N -0.627 -3.319 2.700  -0.081
13 N 1.745 -4.634 1.200  -0.027
14 C 2.287 -5.669 0.544  -0.059
15 C 2.190 -5.438 -0.815  -0.043
16 C 1.559 -4.199 -0.909  -0.133
17 N 1.295 -3.725 0.306  -0.091
18 H 4.628 -1.192 4.512  0.099
19 H 2.934 -0.009 2.689  0.096
20 H 3.814 -3.811 4.504  0.127
21 H 2.162 -5.344 3.296  0.123
22 H -0.032 -5.917 4.498  0.126
23 H -2.598 -4.977 4.730  0.098
24 H -2.616 -2.797 3.057  0.096
25 H 2.708 -6.498 1.088  0.127
26 H 2.531 -6.071 -1.614  0.099
27 H 1.285 -3.620 -1.777  0.104
28 O 0.346 -0.979 -1.598  -0.459
29 P 0.028 0.378 -2.143  0.715
30 C -0.710 1.497 -0.915  -0.300
31 P 0.418 1.887 0.462  0.711
32 O 1.421 0.806 0.723  -0.448
33 C 1.205 3.442 0.031  -0.276
34 C 2.594 3.473 -0.036  -0.067
35 C 3.240 4.649 -0.394  -0.065
36 C 2.503 5.786 -0.684  -0.067
37 C 1.114 5.758 -0.615  -0.069
38 C 0.466 4.589 -0.255  -0.079
39 C -0.678 2.156 1.860  -0.277
40 C -1.947 2.714 1.723  -0.088
41 C -2.751 2.895 2.836  -0.070
42 C -2.296 2.507 4.090  -0.066
43 C -1.037 1.941 4.232  -0.059
44 C -0.225 1.768 3.120  -0.063
45 C -1.186 0.297 -3.470  -0.281
46 C -1.102 -0.800 -4.332  -0.066
47 C -2.004 -0.936 -5.374  -0.063
48 C -2.996 0.018 -5.565  -0.067
49 C -3.086 1.109 -4.714  -0.072
50 C -2.184 1.247 -3.667  -0.095
51 C 1.472 1.230 -2.772  -0.283
52 C 2.731 0.696 -2.514  -0.065
53 C 3.864 1.361 -2.963  -0.064
54 C 3.737 2.558 -3.653  -0.069
55 C 2.481 3.097 -3.906  -0.068
56 C 1.348 2.430 -3.471  -0.073
57 H -1.591 0.989 -0.501  0.050
58 H -1.006 2.427 -1.402  0.060
59 H 3.154 2.573 0.181  0.107
60 H 4.321 4.675 -0.449  0.111
61 H 3.008 6.702 -0.961  0.110
62 H 0.542 6.650 -0.832  0.109
63 H -0.617 4.579 -0.187  0.101
64 H -2.320 2.998 0.746  0.102
65 H -3.734 3.335 2.729  0.108
66 H -2.927 2.646 4.958  0.110
67 H -0.686 1.634 5.208  0.111
68 H 0.756 1.321 3.223  0.099
69 H -0.336 -1.549 -4.171  0.111
70 H -1.935 -1.785 -6.040  0.111
71 H -3.699 -0.089 -6.381  0.111
72 H -3.856 1.854 -4.867  0.109
73 H -2.271 2.101 -3.009  0.095
74 H 2.810 -0.231 -1.960  0.109
75 H 4.845 0.946 -2.772  0.110
76 H 4.622 3.076 -4.001  0.110
77 H 2.387 4.029 -4.447  0.110
78 H 0.368 2.841 -3.689  0.108
79 C -5.154 -0.606 1.121  -0.250
80 S -3.806 -1.469 0.338  0.828
81 C -4.161 -0.994 -1.343  -0.252
82 O -2.558 -0.721 0.731  -0.665
83 H -6.098 -0.981 0.727  0.063
84 H -5.035 0.460 0.924  0.060
85 H -5.096 -0.801 2.190  0.056
86 H -5.085 -1.478 -1.659  0.065
87 H -3.333 -1.345 -1.958  0.051
88 H -4.248 0.092 -1.402  0.061

***

[2]
Density functional theory data (wB97M-V/def2-TZVPD) for a molecular structure, C15H30I2N3O5PPdSe at a distorted geometry.

Results
Multiplicity: 1
E_HOMO (spin up / spin down): -8.374 / -8.374 eV
HOMO-LUMO gap (spin up / spin down): 6.5418 / 6.5435 eV
Energy above the lowest of the compared OMol25 structures with the same formula, charge and spin: 0.0 kJ/mol

Each line ends with the Löwdin charge.
Cartesian coordinates (Å):
1 Pd -0.221 -0.305 -2.040  0.430
2 Se 0.473 0.607 -4.148  0.579
3 C -1.280 0.655 -4.680  -0.818
4 N -2.390 0.648 -4.998  0.052
5 C 4.080 -0.049 -2.634  -0.022
6 N 3.608 1.201 -2.063  -0.077
7 C 4.401 2.383 -2.363  -0.153
8 C 4.167 3.446 -1.314  -0.149
9 C 2.678 3.694 -1.200  -0.150
10 N 1.965 2.444 -0.971  -0.070
11 C 0.662 2.581 -0.342  -0.024
12 C 2.417 1.254 -1.418  -0.501
13 O 1.781 0.178 -1.255  -0.131
14 H 5.038 -0.324 -2.189  0.095
15 H 4.214 0.065 -3.713  0.097
16 H 3.357 -0.834 -2.446  0.087
17 H 4.138 2.762 -3.358  0.133
18 H 5.450 2.086 -2.393  0.125
19 H 4.684 4.366 -1.583  0.121
20 H 4.556 3.105 -0.352  0.126
21 H 2.292 4.186 -2.099  0.134
22 H 2.467 4.348 -0.353  0.124
23 H 0.781 3.062 0.631  0.098
24 H 0.196 1.616 -0.187  0.041
25 H 0.012 3.200 -0.965  0.103
26 I -1.187 -2.805 -2.564  0.670
27 I 0.351 -3.493 -4.682  -0.007
28 C -4.308 0.102 0.344  -0.032
29 C -4.028 -0.810 1.529  -0.612
30 C -4.809 -2.112 1.424  -0.023
31 C -4.315 -0.100 2.841  -0.027
32 O -2.606 -1.141 1.606  -0.156
33 P -1.692 -1.499 0.364  0.230
34 O -1.218 -0.179 -0.250  -0.403
35 O -2.327 -2.441 -0.612  -0.621
36 O -0.453 -2.252 1.008  -0.153
37 C 0.335 -1.902 2.175  -0.611
38 C -0.376 -2.415 3.420  -0.023
39 C 1.649 -2.639 1.960  -0.022
40 C 0.578 -0.400 2.259  -0.029
41 H -5.366 0.368 0.341  0.095
42 H -4.078 -0.397 -0.598  0.083
43 H -3.717 1.016 0.410  0.090
44 H -5.880 -1.909 1.463  0.092
45 H -4.547 -2.769 2.254  0.093
46 H -4.575 -2.618 0.488  0.077
47 H -5.372 0.159 2.904  0.091
48 H -3.725 0.814 2.913  0.089
49 H -4.063 -0.750 3.681  0.087
50 H -0.617 -3.472 3.302  0.094
51 H -1.298 -1.864 3.594  0.073
52 H 0.273 -2.302 4.290  0.090
53 H 1.473 -3.714 1.920  0.091
54 H 2.345 -2.426 2.773  0.090
55 H 2.098 -2.321 1.019  0.088
56 H -0.365 0.143 2.333  0.082
57 H 1.119 -0.056 1.377  0.071
58 H 1.174 -0.187 3.148  0.094

***

[3]
Density functional theory data (wB97M-V/def2-TZVPD) for a single CH5PS2 molecule at a distorted geometry.

Results
Multiplicity: 1
E_HOMO: -8.768 eV
HOMO-LUMO gap: 9.1904 eV
Energy above the lowest of the compared OMol25 structures with the same formula, charge and spin: 78.3 kJ/mol

Each line ends with the Löwdin charge.
Cartesian coordinates (Å):
1 C -0.904 -0.066 0.955  -0.459
2 P 0.049 -0.994 -0.326  0.283
3 S -0.530 0.452 -1.742  0.309
4 S 2.279 -0.455 -0.354  0.238
5 H -1.227 -0.585 1.837  0.015
6 H -1.694 0.549 0.433  0.011
7 H -0.162 0.677 1.405  0.042
8 H 0.130 -0.069 -2.779  -0.198
9 H 2.059 0.493 0.571  -0.242

***

[4]
Density functional theory data (wB97M-V/def2-TZVPD) for a molecular structure, C31H21Br2Cl5N11OPYb at a distorted geometry.

Results
Total charge: +1
Multiplicity: 2
E_HOMO (spin up / spin down): -9.555 / -9.539 eV
HOMO-LUMO gap (spin up / spin down): 6.3617 / 5.4592 eV
Energy above the lowest of the compared OMol25 structures with the same formula, charge and spin: 374.9 kJ/mol

Each line ends with the Löwdin charge.
Cartesian coordinates (Å):
1 Yb -0.398 0.364 -0.589  1.172
2 C 4.022 -0.627 3.198  -0.048
3 N 3.269 0.117 2.206  -0.121
4 C 3.480 1.460 1.947  -0.034
5 C 2.422 1.844 1.155  -0.103
6 N 1.622 0.745 0.838  -0.025
7 C 2.118 -0.282 1.494  -0.484
8 P 1.511 -1.952 1.668  1.168
9 C 0.976 -2.645 0.072  -0.456
10 N 0.643 -1.880 -0.925  -0.016
11 C 0.272 -2.708 -2.039  -0.166
12 C 0.329 -4.214 -1.466  -0.236
13 N 1.005 -3.984 -0.223  -0.069
14 C 1.154 -5.161 0.732  -0.010
15 C -0.139 -1.396 2.396  -0.369
16 N -1.097 -0.698 1.651  -0.005
17 C -2.252 -0.921 2.359  -0.144
18 C -2.058 -1.649 3.494  -0.039
19 N -0.712 -1.942 3.519  -0.121
20 C -0.039 -2.647 4.584  -0.032
21 H 4.591 0.051 3.790  0.080
22 H 3.427 -1.219 3.887  0.073
23 H 4.752 -1.339 2.748  0.108
24 H 4.391 1.979 2.305  0.142
25 H 2.270 2.839 0.769  0.099
26 H 0.676 -2.413 -3.025  0.145
27 H 0.659 -5.072 -2.026  0.141
28 H 0.187 -5.631 0.974  0.097
29 H 1.893 -5.865 0.342  0.089
30 H 1.577 -4.825 1.679  0.047
31 H -3.230 -0.507 2.036  0.099
32 H -2.823 -2.020 4.198  0.144
33 H -0.731 -3.121 5.276  0.100
34 H 0.644 -3.430 4.266  0.077
35 H 0.600 -2.018 5.189  0.091
36 Cl -0.538 5.064 2.070  0.664
37 C -1.959 3.981 2.144  -0.606
38 C -2.074 3.054 1.113  -0.157
39 C -3.154 2.218 0.837  -0.575
40 Cl -3.097 1.145 -0.602  0.759
41 C -4.186 2.183 1.822  -0.721
42 Cl -5.614 1.359 1.440  0.763
43 C -3.866 2.893 3.025  -0.587
44 Cl -4.934 2.559 4.438  0.639
45 C -2.887 3.853 3.209  -0.737
46 Cl -2.682 4.848 4.553  0.761
47 Br 3.806 0.935 -6.726  0.727
48 C 3.075 1.011 -4.916  -0.587
49 C 3.470 -0.067 -4.046  -0.070
50 C 2.859 -0.016 -2.841  -0.148
51 N 1.859 0.809 -2.540  0.097
52 C 1.447 1.768 -3.354  -0.216
53 C 2.060 1.846 -4.607  -0.068
54 C 0.345 2.662 -2.946  -0.179
55 C -0.480 3.258 -3.829  -0.039
56 C -1.460 4.132 -3.343  -0.574
57 Br -2.558 5.337 -4.371  0.782
58 C -1.793 4.107 -1.953  -0.101
59 C -1.037 3.334 -1.138  -0.216
60 N 0.008 2.665 -1.580  0.051
61 H 4.157 -0.878 -4.320  0.119
62 H 3.117 -0.653 -2.007  0.107
63 H 1.865 2.709 -5.225  0.116
64 H -0.456 3.044 -4.921  0.146
65 H -2.504 4.845 -1.601  0.108
66 H -1.218 3.258 0.149  0.043
67 O -1.134 -0.332 -2.678  -0.293
68 N -2.236 -0.866 -2.195  -0.128
69 C -2.345 -2.233 -2.390  -0.233
70 C -1.252 -3.063 -2.058  -0.203
71 N -1.165 -4.293 -1.547  0.169
72 C -3.665 -2.694 -2.698  -0.162
73 N -4.786 -3.012 -2.846  0.154